No. 1
Here is a structure of composition C3H6O3Y at a distorted geometry from the OMol25 dataset. Energies are from wB97M-V/def2-TZVPD.

The energy relative to the best compared isomer or geometry (same formula, charge and spin) comes out at 14.6 kcal/mol. For the HOMO energy (alpha / beta), the calculation gives -17.06 / -18.10 eV. Its total energy is -381.2018 a.u. Its gap between HOMO and LUMO (alpha / beta) is 6.78 / 7.77 eV. As for the expectation value of S²: 0.75.

The geometry in ORCA input format:
```
! wB97M-V def2-TZVPD RIJCOSX def2/J DEFGRID3
* xyz 2 2
H 0.5428 1.0599 -0.8115
O 1.3982 0.4574 -1.0532
C 1.4716 -0.2771 0.0096
O 2.5214 -0.5020 0.6075
Y 4.9630 -0.4160 0.4515
O 0.3203 -0.0775 0.6657
C -0.8876 -0.6064 0.0457
C -1.9337 0.4753 0.1140
H -1.1743 -1.5053 0.6030
H -0.6469 -0.8618 -0.9936
H -1.9358 0.9615 1.0979
H -2.9300 0.0608 -0.0862
H -1.7091 1.2310 -0.6504
*
```


No. 2
Here is a cluster of 2 separate species, C6H14N2Si in total at a distorted geometry from the OMol25 dataset. Energies are from wB97M-V/def2-TZVPD.

The energy relative to the best compared isomer or geometry (same formula, charge and spin) comes out at 0.0 kcal/mol. For the HOMO energy, the calculation gives -17.32 eV. Its total energy is -635.3771 a.u. Its gap between HOMO and LUMO is 10.25 eV.

The geometry in ORCA input format:
```
! wB97M-V def2-TZVPD RIJCOSX def2/J DEFGRID3
* xyz 2 1
C 7.7971 0.4620 4.1777
C 7.3740 -1.4107 5.1661
C 8.1054 -0.6715 3.2020
C -6.5773 0.0380 -4.8282
C -7.1263 1.4511 -1.8144
C -4.2858 0.3422 -2.6674
N 7.8633 -1.8211 3.9954
N 7.3383 -0.0932 5.2998
Si -6.1261 0.5368 -3.0631
H 7.8044 1.6057 4.0409
H 7.1326 -2.2088 5.9071
H 7.4822 -0.5385 2.3190
H 9.1179 -0.6475 2.5093
H -7.5499 -0.2650 -4.9525
H -6.5117 0.8243 -5.4990
H -5.8907 -0.8614 -5.0578
H -7.9498 0.8976 -1.3500
H -6.5051 1.7546 -0.8426
H -7.4950 2.4560 -2.3769
H -4.0104 -0.7604 -2.7520
H -3.7760 0.9927 -3.3454
H -4.0747 0.6741 -1.6913
H 7.8638 -2.7571 3.6233
*
```


No. 3
Here is the ion C9H7N2 with charge +1 at a distorted geometry from the OMol25 dataset. Energies are from wB97M-V/def2-TZVPD.

The energy relative to the best compared isomer or geometry (same formula, charge and spin) comes out at 44.5 kcal/mol. For the HOMO energy (alpha / beta), the calculation gives -13.17 / -13.17 eV. Its total energy is -456.1255 a.u. Its gap between HOMO and LUMO (alpha / beta) is 7.56 / 7.56 eV.

The geometry in ORCA input format:
```
! wB97M-V def2-TZVPD RIJCOSX def2/J DEFGRID3
* xyz 1 1
C -1.9094 -0.9737 -0.9148
C -1.6003 0.3931 -0.9781
C -1.4922 -1.8754 -0.0016
C -0.6198 1.2216 -0.5731
C 0.2258 -0.5205 0.8292
C 0.5400 0.5960 0.1145
C -0.7559 -1.3279 1.1738
C 2.0067 0.8738 -0.2813
C 1.6693 1.2588 1.0608
N 3.7134 -0.2254 -1.3898
N 2.9090 0.1414 -0.6983
H -2.6505 -1.2067 -1.6182
H -2.4433 1.0296 -1.3925
H -1.7438 -2.8841 -0.0219
H -0.5556 2.2374 -0.7109
H -0.8624 -1.5471 2.1713
H 1.5407 2.2518 1.4025
H 2.0282 0.5575 1.8284
*
```


No. 4
Here is a structure of composition C22H36BF14NO22S4Zr at a distorted geometry from the OMol25 dataset. Energies are from wB97M-V/def2-TZVPD.

The energy relative to the best compared isomer or geometry (same formula, charge and spin) comes out at 189.4 kcal/mol. For the HOMO energy, the calculation gives -5.94 eV. Its total energy is -5632.4275 a.u. Its gap between HOMO and LUMO is 3.18 eV.

The geometry in ORCA input format:
```
! wB97M-V def2-TZVPD RIJCOSX def2/J DEFGRID3
* xyz 0 1
Zr -4.2011 26.1915 -26.8772
N -6.1067 26.3029 -26.1453
S -7.5463 26.5589 -26.7882
O -8.3922 27.5907 -26.2779
O -8.0803 25.3544 -27.3683
F -6.9146 27.1807 -28.1721
S -6.8782 25.9003 -24.5923
O -7.6081 24.6585 -24.5876
O -7.3302 26.9458 -23.7444
F -5.4997 25.4787 -23.9526
B -3.2119 24.4711 -25.9023
H -2.9766 24.5919 -26.9892
H -2.6936 23.5311 -25.5120
H -2.9589 25.4140 -25.3527
H -4.3311 24.4066 -25.8127
O -3.6506 28.1515 -25.9835
C -3.6820 28.2079 -24.5620
C -3.6477 29.5991 -23.8606
O -3.8471 30.6319 -24.6994
H -2.9002 27.5392 -24.1719
H -4.5592 27.6327 -24.2420
H -2.7365 29.7665 -23.2637
H -4.4456 29.5715 -23.0945
C -6.0083 24.6700 -32.3029
C -5.6333 24.8601 -30.8360
O -5.9271 23.5891 -30.1826
C -5.8107 23.5317 -28.8852
O -5.3266 24.3576 -28.1553
C -6.2858 22.1684 -28.2952
F -6.9941 21.4994 -29.2189
F -5.2050 21.4271 -28.0383
F -6.9802 22.3508 -27.1939
H -5.5245 25.4639 -32.8758
H -7.0738 24.8779 -32.3942
H -5.7199 23.7129 -32.7251
H -6.2175 25.6651 -30.3962
H -4.5550 24.9742 -30.7203
C 0.5153 27.1978 -29.9861
C -0.2186 25.8835 -29.6300
O 0.2989 25.4166 -28.3912
C -0.2400 25.7833 -27.2532
O -1.2857 26.3640 -27.1453
C 0.6320 25.4032 -26.0472
F 1.0531 26.5386 -25.4666
F -0.0738 24.7206 -25.1558
F 1.7176 24.7247 -26.4327
H -0.0602 27.7674 -30.7130
H 1.4627 26.8278 -30.3807
H 0.7029 27.8548 -29.1402
H -0.1327 25.1163 -30.3929
H -1.2764 26.1336 -29.5169
C -2.3599 19.9100 -25.1358
C -1.3754 21.1080 -25.1492
O -0.0851 20.6919 -24.7013
C 0.2429 21.0720 -23.4576
O -0.4274 21.6785 -22.6875
C 1.7327 20.7481 -23.1587
F 1.8649 20.0476 -22.0414
F 2.3244 20.1342 -24.1754
F 2.3561 21.9254 -22.9976
H -2.1303 19.1924 -25.9212
H -3.3630 20.3243 -25.2046
H -2.3004 19.3376 -24.2075
H -1.7529 21.9077 -24.5181
H -1.3125 21.4151 -26.1895
C -6.4398 18.0346 -21.0272
C -7.2331 19.0726 -21.8055
O -6.5020 20.2650 -22.0567
C -5.8646 20.3499 -23.2344
O -5.7027 19.4184 -23.9566
C -5.2982 21.7483 -23.4468
F -4.0280 21.8250 -23.0560
F -5.3517 22.0072 -24.7599
F -5.9804 22.7003 -22.8455
H -5.6653 18.5123 -20.4231
H -6.0051 17.2491 -21.6451
H -7.0074 17.5112 -20.2547
H -8.0493 19.3528 -21.1392
H -7.6764 18.6890 -22.7224
C -1.8032 24.5540 -22.3538
C -1.6835 24.2166 -20.8525
O -2.5462 25.0861 -20.1799
S -3.6697 25.7021 -21.1155
O -3.9503 27.0585 -20.7942
O -4.7716 24.7835 -21.2067
O -2.7129 25.6220 -22.4455
H -2.0389 23.6603 -22.9337
H -0.8547 24.8789 -22.7862
H -0.6651 24.2935 -20.4732
H -1.9098 23.1520 -20.7508
C 0.6798 21.2548 -29.3375
C 0.8080 22.1177 -28.0935
O -0.5063 22.6394 -27.8436
S -1.6160 22.1532 -28.9777
O -2.3843 23.2332 -29.5288
O -2.2493 20.9654 -28.5195
O -0.4254 21.8241 -30.0215
H 0.4663 20.2247 -29.0498
H 1.5306 21.3606 -30.0031
H 1.5722 22.8764 -28.2441
H 1.0243 21.4798 -27.2372
*
```


No. 5
Here is the molecule C5H9NO at a distorted geometry from the OMol25 dataset. Energies are from wB97M-V/def2-TZVPD.

The energy relative to the best compared isomer or geometry (same formula, charge and spin) comes out at 106.5 kcal/mol. For the HOMO energy, the calculation gives -8.40 eV. Its total energy is -325.7679 a.u. Its gap between HOMO and LUMO is 8.49 eV. As for the SMILES: C=CC[C@H](N)C=O.

The geometry in ORCA input format:
```
! wB97M-V def2-TZVPD RIJCOSX def2/J DEFGRID3
* xyz 0 1
C -1.7995 1.4684 0.8294
C -1.1591 0.9436 -0.2272
C -0.6287 -0.4919 -0.1128
C 0.9304 -0.7530 -0.5197
N 1.4737 -1.6852 0.5089
C 1.7654 0.4999 -0.7168
O 2.7331 0.5828 -1.4129
H -1.3577 1.9622 1.6933
H -2.8661 1.7357 0.8594
H -1.5263 1.2128 -1.2140
H -1.2642 -1.1067 -0.7699
H -0.6237 -0.7165 0.9656
H 0.9018 -1.1616 -1.5243
H 0.9301 -2.5375 0.4003
H 1.1884 -1.2984 1.4010
H 1.3023 1.3454 -0.1604
*
```


No. 6
Here is the molecule C7H8O at a distorted geometry from the OMol25 dataset. Energies are from wB97M-V/def2-TZVPD.

The energy relative to the best compared isomer or geometry (same formula, charge and spin) comes out at 61.5 kcal/mol. For the HOMO energy, the calculation gives -8.32 eV. Its total energy is -346.6774 a.u. Its gap between HOMO and LUMO is 9.29 eV. As for the SMILES: C1=CC2=CCO[C@H]2C1.

The geometry in ORCA input format:
```
! wB97M-V def2-TZVPD RIJCOSX def2/J DEFGRID3
* xyz 0 1
C -1.3196 -0.9001 1.2789
C -0.0921 -0.5771 1.6266
C 0.6409 0.0550 0.5377
C 1.7956 0.2635 -0.1513
C 1.4684 0.7524 -1.4633
O 0.0220 0.7205 -1.5991
C -0.4525 0.5817 -0.3396
C -1.6087 -0.5127 -0.1006
H -2.1280 -1.3506 1.9232
H 0.2769 -0.8917 2.6297
H 2.7568 -0.1945 0.2454
H 1.7949 0.1131 -2.2286
H 1.9092 1.8520 -1.5343
H -0.8869 1.5424 0.1344
H -2.6114 -0.0986 -0.1041
H -1.5654 -1.3552 -0.8548
*
```


No. 7
Here is a cluster of 3 separate species, C6H16N2 in total at a distorted geometry from the OMol25 dataset. Energies are from wB97M-V/def2-TZVPD.

The energy relative to the best compared isomer or geometry (same formula, charge and spin) comes out at 111.9 kcal/mol. For the HOMO energy, the calculation gives -7.67 eV. Its total energy is -347.5464 a.u. Its gap between HOMO and LUMO is 8.30 eV. As for the SMILES: [H]/N=C\CC.C=C(C)N.[H][H].

The geometry in ORCA input format:
```
! wB97M-V def2-TZVPD RIJCOSX def2/J DEFGRID3
* xyz 0 1
H 0.5002 -1.2289 -0.9492
N 0.6623 -1.5813 0.0568
C 1.5044 -2.2545 -0.6909
C 2.5456 -1.7208 -1.6579
C 2.8897 -0.2452 -1.5196
H 1.3197 -3.3395 -0.8152
H 2.2699 -1.9518 -2.6864
H 3.3892 -2.4294 -1.6073
H 3.6367 -0.0851 -0.7307
H 2.0300 0.2750 -1.1006
H 3.1762 0.2685 -2.4236
C -3.2502 1.9160 1.8842
C -2.1744 1.1928 1.5789
C -2.2059 -0.0710 0.7515
N -0.9262 1.5357 2.0886
H -4.2503 1.5670 1.6721
H -3.2584 2.7916 2.5176
H -3.0884 -0.5846 1.1049
H -2.3494 0.1762 -0.3064
H -1.3030 -0.6335 0.9170
H -0.0975 1.2043 1.6342
H -0.8342 2.4814 2.4021
H -0.1777 1.2382 -0.7145
H -0.0080 1.4789 -1.4055
*
```


No. 8
Here is the molecule C4H8N2 at a distorted geometry from the OMol25 dataset. Energies are from wB97M-V/def2-TZVPD.

The energy relative to the best compared isomer or geometry (same formula, charge and spin) comes out at 12.2 kcal/mol. For the HOMO energy, the calculation gives -9.75 eV. Its total energy is -266.7025 a.u. Its gap between HOMO and LUMO is 10.65 eV. As for the SMILES: CCNCC#N.

The geometry in ORCA input format:
```
! wB97M-V def2-TZVPD RIJCOSX def2/J DEFGRID3
* xyz 0 1
C 2.0752 0.1609 0.3784
C 0.5680 0.2835 0.5357
N -0.1204 -0.4784 -0.5046
C -1.5148 -0.1300 -0.6680
C -2.3082 -0.0851 0.5885
N -2.8747 -0.0249 1.5956
H 2.3908 0.5918 -0.5765
H 2.3906 -0.8886 0.3966
H 2.5913 0.6766 1.1945
H 0.2567 -0.0218 1.5482
H 0.2702 1.3343 0.4293
H -0.0225 -1.4735 -0.3255
H -1.9948 -0.8332 -1.3562
H -1.5848 0.8644 -1.1229
*
```